Entry A
C4H8P2 | the ωB97M-V functional and the def2-TZVPD basis

XYZ file:
```
14
Properties=species:S:1:pos:R:3
C 0.184 2.028 0.373
C -0.731 -0.550 -0.608
C 1.231 1.517 1.392
C -0.882 -1.551 -1.719
P 0.004 0.919 -1.210
P 0.186 3.745 -0.163
H -0.748 1.862 0.794
H -1.052 -0.723 0.469
H 1.993 1.154 0.793
H 1.659 2.324 1.977
H 0.824 0.758 2.105
H -1.931 -2.060 -1.685
H -0.770 -0.971 -2.660
H -0.233 -2.343 -1.528
```

Calculated values
**Spin multiplicity**: 1



Entry B
C4H8P2 | the ωB97M-V functional and the def2-TZVPD basis

XYZ file:
```
14
Properties=species:S:1:pos:R:3
C 1.147 0.206 0.064
C -1.386 -0.349 -0.136
C 2.462 0.995 -0.034
C -2.855 -0.225 0.058
P -0.428 0.971 0.315
P 1.056 -1.536 0.146
H -1.127 -1.361 -0.655
H 2.415 1.676 -0.928
H 3.457 0.369 -0.036
H 2.439 1.586 0.897
H -3.249 -0.932 0.710
H -3.392 -0.399 -0.868
H -3.079 0.737 0.410
H 2.541 -1.738 0.057
```

Calculated values
**Spin multiplicity**: 1



Entry C
C4H8P2 | the ωB97M-V functional and the def2-TZVPD basis

XYZ file:
```
14
Properties=species:S:1:pos:R:3
C 1.107 0.207 0.347
C 0.165 0.768 -0.472
C 2.064 -0.858 -0.205
C -0.895 1.572 0.214
P -2.406 -1.456 0.057
P -3.099 0.444 -0.093
H 1.249 0.224 1.498
H 0.074 0.625 -1.517
H 2.506 -1.454 0.606
H 1.604 -1.617 -1.015
H 3.095 -0.480 -0.710
H -0.995 2.580 -0.170
H -0.735 1.534 1.377
H -3.733 -2.090 0.082
```

Calculated values
**Spin multiplicity**: 1



Most stable structure: entry B



Entry A
C5H11N | the ωB97M-V functional and the def2-TZVPD basis

XYZ file:
```
17
Properties=species:S:1:pos:R:3
C 1.821 -1.159 -0.352
C 1.732 0.265 0.054
N 1.460 0.582 1.235
H 1.421 1.581 1.422
H 1.930 0.987 -0.754
H 2.779 -1.355 -0.826
H 1.037 -1.370 -1.076
H 1.694 -1.802 0.511
C -1.552 1.339 -0.351
C -1.639 -0.153 -0.377
C -1.454 -0.935 0.670
H -1.903 -0.582 -1.339
H -1.251 1.684 0.636
H -0.836 1.694 -1.093
H -2.519 1.763 -0.601
H -1.537 -2.006 0.604
H -1.183 -0.533 1.636
```

Calculated values
**Spin multiplicity**: 1



Entry B
C5H11N | the ωB97M-V functional and the def2-TZVPD basis

XYZ file:
```
17
Properties=species:S:1:pos:R:3
C -0.680 0.490 -0.279
C 0.041 -0.766 -0.327
C -2.298 -0.539 -0.194
N -0.557 1.319 0.823
C 1.782 -0.163 -0.532
C 2.670 0.077 0.433
H -0.740 1.034 -1.219
H -0.136 2.223 0.659
H -0.329 0.870 1.701
H 0.088 -1.337 0.596
H -0.075 -1.342 -1.236
H 2.124 -0.164 -1.569
H -2.730 -0.364 -1.183
H -2.915 -0.053 0.565
H -2.356 -1.604 0.038
H 3.734 0.217 0.240
H 2.375 0.103 1.483
```

Calculated values
**Spin multiplicity**: 1



Entry C
C5H11N | the ωB97M-V functional and the def2-TZVPD basis

XYZ file:
```
17
Properties=species:S:1:pos:R:3
C 0.228 0.689 2.609
C -0.899 0.444 1.715
C -1.494 -0.760 1.656
H 0.921 -0.132 2.800
H 0.937 1.482 2.304
H 0.051 1.101 3.620
H -1.239 1.180 0.994
H -2.348 -0.868 0.993
H -1.486 -1.472 2.476
C 0.449 0.744 -1.737
C 0.929 -0.027 -2.724
N 0.939 -1.452 -2.691
H 0.327 0.351 -0.743
H 0.409 1.816 -1.882
H 1.425 0.393 -3.591
H 0.126 -1.749 -2.155
H 0.725 -1.739 -3.643
```

Calculated values
**Spin multiplicity**: 1



Entry D
C5H11N | the ωB97M-V functional and the def2-TZVPD basis

XYZ file:
```
17
Properties=species:S:1:pos:R:3
C -0.435 2.881 -1.097
C 0.029 1.927 -0.015
C -0.465 0.508 -0.081
C 0.226 -0.549 0.424
N 0.243 -1.820 -0.061
C 0.421 -2.963 0.836
H -0.147 3.907 -0.891
H -0.106 2.497 -2.060
H -1.531 2.965 -1.123
H -0.138 2.244 1.031
H 1.125 1.955 -0.012
H -1.106 0.126 -0.887
H 0.934 -0.217 1.186
H -0.512 -1.997 -0.709
H -0.425 -3.654 0.748
H 0.537 -2.621 1.861
H 1.265 -3.600 0.560
```

Calculated values
**Spin multiplicity**: 1



Most stable structure: entry A



Entry A
C5H11N | the ωB97M-V functional and the def2-TZVPD basis

XYZ file:
```
17
Properties=species:S:1:pos:R:3
C -1.692 -0.833 0.511
C -0.565 0.162 0.237
C -0.911 1.035 -0.969
N 0.648 -0.612 -0.045
C 1.836 0.081 -0.485
C 1.788 -0.555 0.853
H -1.685 -1.588 -0.283
H -1.553 -1.346 1.467
H -2.667 -0.331 0.514
H -0.425 0.818 1.116
H -0.940 0.422 -1.877
H -0.182 1.837 -1.122
H -1.892 1.503 -0.839
H 1.821 1.170 -0.499
H 2.349 -0.393 -1.317
H 2.312 -1.493 1.029
H 1.760 0.123 1.709
```

Calculated values
**Spin multiplicity**: 1



Entry B
C5H11N | the ωB97M-V functional and the def2-TZVPD basis

XYZ file:
```
17
Properties=species:S:1:pos:R:3
C -0.210 2.009 0.653
N -0.139 0.819 -0.186
C 1.147 0.177 -0.211
C 0.907 -1.364 -0.429
C -0.626 -1.494 -0.475
C -1.190 -0.140 -0.009
H -1.067 2.620 0.323
H -0.325 1.698 1.697
H 0.628 2.654 0.416
H 1.730 0.286 0.725
H 1.892 0.602 -0.887
H 1.350 -1.625 -1.390
H 1.317 -1.850 0.454
H -0.897 -1.844 -1.467
H -0.904 -2.231 0.281
H -1.491 -0.380 1.037
H -2.124 0.061 -0.531
```

Calculated values
**Spin multiplicity**: 1



Entry C
C5H11N | the ωB97M-V functional and the def2-TZVPD basis

XYZ file:
```
17
Properties=species:S:1:pos:R:3
C -2.412 0.095 0.235
C -1.306 -0.917 -0.184
C 0.005 -0.035 -0.431
C 0.522 0.685 0.854
N 1.676 0.987 0.209
C 2.708 0.011 0.023
H -2.772 0.626 -0.649
H -1.937 0.803 0.915
H -3.236 -0.437 0.719
H -1.157 -1.729 0.529
H -1.513 -1.270 -1.196
H -0.366 0.722 -1.134
H 0.587 -0.740 -1.032
H 0.078 1.660 1.071
H 2.513 -0.990 0.429
H 3.093 0.083 -0.993
H 3.516 0.446 0.633
```

Calculated values
**Spin multiplicity**: 1



Most stable structure: entry B